The following is a quantum chemistry calculation of a cluster of 14 separate species, C71H94N3O29P in total at a distorted geometry, from the Open Molecules 2025 dataset.

Results
Highest occupied orbital energy, Ha: -0.2629

Geometry (Å):
C1 1.570 -26.174 -0.951
C2 2.524 -26.588 0.112
N1 2.168 -27.821 0.857
C3 0.887 -28.326 1.073
C4 1.028 -29.453 1.926
N2 2.397 -29.614 2.242
C5 3.023 -28.522 1.669
C6 2.994 -30.646 3.042
H1 0.587 -25.979 -0.522
H2 1.424 -26.766 -1.854
H3 1.832 -25.175 -1.300
H4 2.544 -25.747 0.806
H5 3.521 -26.636 -0.325
H6 -0.007 -27.947 0.601
H7 0.336 -30.171 2.341
H8 4.095 -28.391 1.662
H9 2.524 -31.607 2.832
H10 2.973 -30.399 4.103
H11 4.036 -30.786 2.754
N3 6.812 -30.229 2.687
O1 6.479 -29.135 3.105
O2 7.267 -31.098 3.388
O3 6.491 -30.648 1.542
C7 6.676 -36.320 2.100
C8 7.346 -35.089 2.246
C9 8.031 -34.838 3.364
C10 8.197 -35.819 4.343
C11 7.627 -37.095 4.154
C12 6.769 -37.282 3.054
O4 6.152 -38.488 2.921
O5 8.600 -33.603 3.692
H12 6.105 -36.586 1.223
H13 7.273 -34.269 1.547
H14 8.696 -35.559 5.265
H15 7.772 -37.895 4.865
H16 5.382 -38.509 2.348
H17 8.122 -32.838 3.364
C13 5.886 -26.444 -2.240
C14 5.487 -27.721 -1.947
C15 5.998 -28.430 -0.852
C16 7.003 -27.808 -0.123
C17 7.503 -26.590 -0.506
C18 6.885 -25.901 -1.552
O6 7.491 -24.736 -2.006
O7 5.483 -29.633 -0.490
H18 5.408 -25.881 -3.029
H19 4.620 -28.162 -2.416
H20 7.392 -28.322 0.744
H21 8.299 -26.192 0.106
H22 7.844 -24.269 -1.245
H23 5.802 -29.971 0.350
C19 11.741 -30.829 5.172
C20 11.145 -32.051 4.825
C21 11.883 -33.000 4.101
C22 13.222 -32.762 3.840
C23 13.870 -31.655 4.323
C24 13.134 -30.691 5.013
O8 13.676 -29.515 5.459
O9 11.286 -34.079 3.559
H24 11.083 -30.062 5.552
H25 10.072 -32.166 4.857
H26 13.742 -33.524 3.279
H27 14.904 -31.501 4.052
H28 14.443 -29.717 5.999
H29 10.345 -33.978 3.719
C25 9.209 -35.874 10.217
C26 9.812 -35.291 9.074
C27 8.984 -34.608 8.189
C28 7.636 -34.583 8.308
C29 6.991 -35.162 9.462
C30 7.829 -35.785 10.379
O10 7.277 -36.316 11.506
O11 9.492 -33.927 7.143
H30 9.835 -36.422 10.906
H31 10.854 -35.337 8.795
H32 7.156 -34.003 7.533
H33 5.928 -35.152 9.651
H34 6.333 -36.170 11.410
H35 8.899 -33.263 6.783
C31 3.599 -33.116 -2.711
C32 3.772 -34.495 -2.429
C33 4.360 -34.905 -1.166
C34 4.632 -33.949 -0.210
C35 4.372 -32.613 -0.498
C36 3.847 -32.176 -1.747
O12 3.592 -30.873 -1.981
O13 4.478 -36.216 -0.847
H36 3.312 -32.844 -3.716
H37 3.563 -35.257 -3.165
H38 5.116 -34.271 0.700
H39 4.587 -31.909 0.293
H40 4.254 -30.358 -1.513
H41 4.352 -36.820 -1.583
C37 3.350 -26.773 5.853
C38 3.951 -26.392 7.040
C39 4.183 -25.033 7.354
C40 3.670 -24.124 6.461
C41 2.923 -24.463 5.310
C42 2.768 -25.802 5.050
O14 2.109 -26.161 3.885
O15 4.742 -24.638 8.521
H42 3.234 -27.826 5.643
H43 4.450 -27.096 7.689
H44 3.791 -23.061 6.607
H45 2.532 -23.733 4.617
H46 1.352 -25.591 3.734
H47 4.796 -25.276 9.237
C43 3.669 -35.590 4.919
C44 4.313 -34.981 3.824
C45 4.857 -33.703 4.064
C46 4.789 -33.079 5.308
C47 4.043 -33.760 6.319
C48 3.502 -34.989 6.139
O16 2.790 -35.696 7.140
O17 5.405 -33.097 2.958
H48 3.305 -36.601 4.813
H49 4.455 -35.513 2.895
H50 5.079 -32.043 5.405
H51 3.936 -33.242 7.261
H52 2.539 -36.606 6.968
H53 6.031 -32.395 3.154
C49 7.811 -25.939 4.926
C50 7.576 -24.681 5.525
C51 7.983 -23.496 4.888
C52 8.713 -23.607 3.738
C53 9.135 -24.838 3.173
C54 8.548 -25.989 3.729
O18 8.676 -27.193 3.063
O19 7.805 -22.361 5.513
H54 7.489 -26.834 5.438
H55 7.208 -24.643 6.539
H56 9.225 -22.719 3.396
H57 9.738 -24.815 2.278
H58 7.923 -27.742 3.293
H59 7.428 -22.375 6.396
C55 7.257 -29.462 7.022
C56 7.074 -28.503 7.977
C57 7.367 -28.769 9.317
C58 7.959 -30.007 9.665
C59 8.284 -30.900 8.636
C60 7.851 -30.653 7.340
O20 8.109 -31.575 6.323
O21 7.154 -27.848 10.235
H60 6.953 -29.116 6.045
H61 6.669 -27.530 7.741
H62 8.313 -30.115 10.680
H63 8.643 -31.888 8.884
H64 7.855 -31.174 5.488
H65 7.566 -27.921 11.099
C61 9.842 -33.963 0.132
O22 10.236 -33.257 -0.973
P1 9.386 -33.524 -2.351
O23 10.159 -32.968 -3.468
O24 9.212 -35.110 -2.303
C62 10.090 -36.079 -2.687
O25 7.897 -32.990 -2.107
C63 7.721 -31.629 -1.720
H66 10.042 -33.327 0.994
H67 10.315 -34.944 0.172
H68 8.783 -34.214 0.076
H69 10.750 -35.624 -3.426
H70 9.493 -36.803 -3.240
H71 10.716 -36.411 -1.858
H72 8.539 -30.982 -2.038
H73 7.648 -31.492 -0.641
H74 6.842 -31.130 -2.129
C64 2.528 -21.809 -1.097
O26 3.360 -21.990 0.040
C65 4.774 -22.233 -0.271
C66 5.483 -22.860 0.884
O27 5.013 -24.119 1.090
C67 5.473 -24.764 2.225
H75 1.657 -21.204 -0.842
H76 2.224 -22.831 -1.325
H77 3.054 -21.368 -1.943
H78 5.326 -21.362 -0.624
H79 4.778 -23.038 -1.006
H80 5.314 -22.269 1.784
H81 6.561 -22.918 0.734
H82 6.557 -24.733 2.119
H83 5.126 -25.794 2.140
H84 5.216 -24.327 3.190
C68 11.876 -28.865 2.410
O28 12.410 -28.717 1.092
C69 11.554 -28.106 0.095
C70 10.530 -29.174 -0.517
O29 11.235 -30.126 -1.314
C71 11.298 -29.773 -2.732
H85 12.658 -29.002 3.158
H86 11.117 -29.645 2.360
H87 11.341 -27.942 2.633
H88 12.232 -27.754 -0.682
H89 11.019 -27.227 0.455
H90 9.692 -28.744 -1.065
H91 10.117 -29.780 0.289
H92 10.323 -29.772 -3.220
H93 11.914 -30.447 -3.326
H94 11.723 -28.783 -2.899

The following is a quantum chemistry calculation of an isolated molecule of C21H26ClN5O2S at a distorted geometry, from the Open Molecules 2025 dataset.

Results
Structure (SMILES): Cn1c(=O)c2c(nc(SCCN3CCCCC3)n2Cc2ccc(Cl)cc2)n(C)c1=O
Highest occupied orbital energy, Ha: -0.2963

Geometry (Å):
C1 -6.528 0.281 -0.375
N1 -5.171 -0.219 -0.226
C2 -4.902 -1.386 -0.926
O1 -5.750 -1.920 -1.605
N2 -3.628 -1.907 -0.811
C3 -2.717 -1.274 -0.030
C4 -3.015 -0.103 0.650
N3 -1.864 0.221 1.341
C5 -0.968 -0.740 1.032
N4 -1.447 -1.663 0.210
S1 0.624 -0.765 1.713
C6 1.332 -2.177 0.803
H1 0.484 -2.822 0.584
H2 2.025 -2.667 1.484
C7 2.056 -1.769 -0.477
N5 3.468 -1.539 -0.247
C8 3.729 -0.301 0.467
C9 5.201 -0.215 0.856
C10 6.078 -0.287 -0.388
C11 5.733 -1.557 -1.157
C12 4.242 -1.587 -1.475
H3 3.998 -2.515 -1.999
H4 3.991 -0.742 -2.142
H5 5.979 -2.427 -0.547
H6 6.304 -1.613 -2.085
H7 7.133 -0.284 -0.111
H8 5.892 0.586 -1.020
H9 5.439 -1.051 1.515
H10 5.378 0.714 1.400
H11 3.118 -0.284 1.372
H12 3.453 0.577 -0.148
H13 1.552 -0.895 -0.927
H14 1.969 -2.600 -1.183
C13 -1.645 1.409 2.137
C14 -1.099 2.518 1.271
C15 0.270 2.706 1.134
C16 0.763 3.691 0.297
C17 -0.122 4.491 -0.408
C18 -1.492 4.317 -0.281
C19 -1.974 3.329 0.557
H15 -3.039 3.185 0.665
H16 -2.171 4.949 -0.832
Cl1 0.490 5.723 -1.454
H17 1.826 3.840 0.192
H18 0.956 2.081 1.685
H19 -2.610 1.700 2.557
H20 -0.943 1.157 2.936
C20 -4.304 0.508 0.595
O2 -4.659 1.525 1.165
C21 -3.277 -3.127 -1.504
H21 -2.984 -3.889 -0.782
H22 -2.442 -2.938 -2.178
H23 -4.150 -3.453 -2.064
H24 -6.614 1.183 0.226
H25 -6.729 0.500 -1.423
H26 -7.238 -0.473 -0.035